{"formula": "C7H12N2O2", "method": "the ωB97M-V functional and the def2-TZVPD basis", "elements": ["C", "C", "C", "N", "C", "C", "C", "N", "O", "C", "O", "H", "H", "H", "H", "H", "H", "H", "H", "H", "H", "H", "H"], "positions_angstrom": [[-0.7906, -2.4160, 1.2349], [-0.3798, -0.9745, 1.0306], [-1.2760, 0.1216, 0.3047], [-0.8740, 1.6640, 0.9242], [0.6690, 1.6803, 1.3443], [1.6918, 0.6621, 0.6926], [1.0447, -0.7132, 0.3076], [0.3976, -0.6283, -1.1615], [1.3607, -0.5141, -2.1676], [-0.7012, 0.4272, -0.9907], [-1.3070, 0.8920, -1.8420], [-1.7987, -2.6332, 1.7517], [-0.9804, -2.7860, 0.1524], [-0.2630, -3.2138, 1.8097], [-0.2625, -0.4190, 2.0518], [-2.4790, 0.0653, 0.2852], [-1.5264, 1.6761, 1.8597], [0.7603, 2.8020, 0.8659], [0.6509, 1.6212, 2.5247], [2.3317, 1.1043, -0.1100], [2.4777, 0.6962, 1.6786], [1.5295, -1.6698, 0.3714], [0.9181, -0.2417, -3.0470]], "atomic_forces_ev_per_a": [[-2.8, -2.0, -1.9], [1.3, 3.5, 2.8], [-0.8, 2.0, 3.2], [-1.7, -3.6, 2.3], [-2.5, 2.6, -0.4], [1.5, 0.4, 3.1], [-3.2, 0.5, -1.7], [-0.2, 1.7, 2.5], [-0.2, 1.0, -1.8], [2.2, -6.4, 1.3], [-1.6, 3.3, -4.9], [1.0, 1.3, -0.9], [0.4, 0.0, 1.7], [1.0, 1.3, -0.7], [-0.1, -1.5, -1.2], [3.0, 0.0, 0.1], [2.4, 0.1, -2.6], [1.0, -2.6, 1.9], [0.6, 0.4, -2.6], [-1.0, -0.5, 0.3], [-1.8, -1.0, -2.8], [1.1, 0.1, -0.1], [0.4, -0.6, 2.2]], "lowdin_charge": [-0.095, -0.289, -0.142, -0.057, -0.221, -0.143, -0.153, -0.054, -0.051, -0.493, 0.162, 0.091, 0.105, 0.078, 0.140, 0.192, 0.136, 0.146, 0.115, 0.103, 0.162, 0.124, 0.146], "smiles": "C[C@@H]1[C@H]2NCC[C@@H]1N(O)C2=O", "lumo_ev": 0.631, "e_above_lowest_kcal_mol": 170.36, "homo_lumo_gap_ev": 9.401}